The following is a quantum chemistry calculation of a 2-piece molecular cluster, CF4NO overall at a distorted geometry, from the OMol25 dataset.

Computed properties:
Relative energy (zero: lowest compared OMol25 entry of this formula, charge and spin), kcal per mole: 84.01
Spin multiplicity: 1
Largest force on an atom, eV/Å: 7.35
Total charge: +1
E_LUMO (alpha / beta), hartree: -0.3020 / -0.3020

```
7
Properties=species:S:1:pos:R:3:nbo_charge:R:1
C -0.30 0.49 -0.56 0.894
N 0.39 -0.29 0.53 0.712
O -0.29 1.54 -1.03 -0.209
F -1.51 -0.82 -1.24 -0.365
F 0.15 0.45 1.62 -0.029
F -0.11 -1.49 0.70 0.016
F 1.72 -0.41 0.35 -0.018
```

The following is a quantum chemistry calculation of C6CuF18MgNaO18S6 as an isolated structure at a distorted geometry, from the OMol25 dataset.

Computed properties:
Spin multiplicity: 2
Largest force on an atom, eV/Å: 1.24
Total charge: -1
Expectation value of S²: 0.76
E_LUMO (alpha / beta), hartree: 0.0477 / -0.1117

```
51
Properties=species:S:1:pos:R:3:nbo_charge:R:1
Na 3.86 -0.21 -2.04 0.966
Cu 0.83 -3.33 0.43 0.925
Mg -0.89 1.05 0.54 1.808
C -0.82 -0.82 -3.40 0.704
F -0.45 0.13 -4.28 -0.319
F -2.09 -0.64 -3.07 -0.297
F -0.68 -2.02 -3.99 -0.313
S 0.25 -0.72 -1.93 2.406
O -0.33 0.40 -1.20 -1.092
O 0.12 -1.96 -1.21 -1.012
O 1.57 -0.50 -2.45 -1.024
C -2.29 -1.69 3.44 0.695
F -2.95 -2.73 3.93 -0.309
F -3.02 -0.60 3.60 -0.314
F -1.14 -1.54 4.15 -0.327
S -1.88 -1.95 1.67 2.403
O -1.32 -0.65 1.31 -1.117
O -0.87 -2.97 1.68 -1.027
O -3.13 -2.25 1.05 -0.930
C 5.31 -3.11 0.03 0.685
F 5.06 -1.98 0.69 -0.320
F 6.49 -2.97 -0.58 -0.327
F 5.42 -4.10 0.92 -0.318
S 4.01 -3.47 -1.22 2.376
O 4.29 -2.49 -2.25 -1.054
O 4.22 -4.84 -1.56 -0.950
O 2.76 -3.19 -0.55 -1.048
C 2.85 0.25 2.83 0.704
F 2.96 1.57 3.05 -0.320
F 4.06 -0.28 2.81 -0.303
F 2.16 -0.28 3.85 -0.310
S 2.00 -0.10 1.25 2.404
O 0.97 0.93 1.16 -1.096
O 3.02 0.02 0.24 -1.023
O 1.48 -1.42 1.38 -1.002
C -5.30 1.30 0.18 0.716
F -5.22 1.19 1.49 -0.303
F -5.43 0.08 -0.35 -0.301
F -6.39 2.01 -0.14 -0.319
S -3.82 2.14 -0.51 2.337
O -3.77 3.43 0.19 -0.856
O -2.73 1.25 -0.10 -1.079
O -4.05 2.21 -1.92 -0.922
C -0.60 4.41 -2.06 0.738
F -0.12 3.25 -2.52 -0.290
F 0.17 5.42 -2.43 -0.296
F -1.84 4.58 -2.49 -0.286
S -0.63 4.32 -0.20 2.295
O 0.52 5.01 0.25 -0.834
O -1.92 4.94 0.20 -0.522
O -0.76 2.94 0.15 -1.004
```

The following is a quantum chemistry calculation of C4H7O2Tl as an isolated structure at a distorted geometry, from the OMol25 dataset.

Computed properties:
Relative energy (zero: lowest compared OMol25 entry of this formula, charge and spin), kcal per mole: 0.00
Spin multiplicity: 1
Largest force on an atom, eV/Å: 2.34
Total charge: +2
E_LUMO, hartree: -0.4375

```
14
Properties=species:S:1:pos:R:3:mulliken_charge:R:1
H -2.83 0.62 -1.63 0.306
O -2.09 -1.04 -0.28 -0.465
C -1.09 -1.28 0.36 0.082
C 0.30 -0.93 -0.09 -0.739
C 0.96 0.13 0.81 -0.452
C 1.19 1.40 0.08 0.259
O 0.36 1.93 -0.66 -0.474
Tl -1.39 1.55 -1.62 1.148
H -1.17 -1.78 1.35 0.410
H 0.27 -0.63 -1.14 0.416
H 0.88 -1.87 -0.02 0.303
H 1.97 -0.21 1.10 0.355
H 0.39 0.33 1.72 0.424
H 2.23 1.78 0.03 0.428
```

The following is a quantum chemistry calculation of one molecule with the formula C3H2Cl2F2O, from the OMol25 dataset.

Computed properties:
SMILES string: O[C@@H]1[C@](F)(Cl)[C@]1(F)Cl
Relative energy (zero: lowest compared OMol25 entry of this formula, charge and spin), kcal per mole: 14.38
Spin multiplicity: 1
Largest force on an atom, eV/Å: 0.87
Total charge: 0
E_LUMO, hartree: 0.0171

```
10
Properties=species:S:1:pos:R:3:nbo_charge:R:1
O 1.24 1.71 -0.65 -0.660
C 0.69 1.03 0.43 0.007
C 0.58 -0.47 0.48 0.252
F 0.81 -1.09 1.65 -0.303
Cl 1.03 -1.49 -0.84 0.039
C -0.66 0.39 0.42 0.248
F -1.39 0.51 1.53 -0.296
Cl -1.61 0.45 -1.02 0.019
H 0.51 2.18 -1.06 0.485
H 0.94 1.40 1.40 0.208
```

The following is a quantum chemistry calculation of a 2-piece molecular cluster, H2O4S overall at a distorted geometry, from the OMol25 dataset.

Computed properties:
Relative energy (zero: lowest compared OMol25 entry of this formula, charge and spin), kcal per mole: 5.37
Spin multiplicity: 1
Largest force on an atom, eV/Å: 6.06
Total charge: 0
E_LUMO, hartree: -0.0423

```
7
Properties=species:S:1:pos:R:3:nbo_charge:R:1
O 1.17 -2.05 0.29 -0.882
O -0.87 -3.39 0.83 -0.813
O -0.62 -0.12 -0.17 -0.518
O 0.70 0.54 -0.05 -0.419
S -0.10 -2.61 -0.17 1.674
H 1.22 -0.16 0.14 0.470
H -1.32 0.47 0.18 0.488
```

The following is a quantum chemistry calculation of C22H37NOP2W as an isolated structure at a distorted geometry, from the OMol25 dataset.

Computed properties:
Spin multiplicity: 3
Largest force on an atom, eV/Å: 3.09
Total charge: 0
Expectation value of S²: 2.02
E_LUMO (alpha / beta), hartree: 0.0212 / 0.0139

```
64
Properties=species:S:1:pos:R:3:nbo_charge:R:1
W 0.04 0.02 0.28 1.072
P 2.54 -0.22 -0.06 1.027
P -2.57 0.24 0.28 1.043
N 0.05 0.95 -1.33 -0.772
H 0.90 -1.36 1.55 0.125
C 2.98 -1.73 -0.97 -0.949
H 4.07 -1.85 -0.99 0.229
H 2.59 -1.66 -2.00 0.258
H 2.53 -2.61 -0.50 0.241
C 3.60 -0.22 1.42 -0.958
H 4.66 -0.32 1.15 0.235
H 3.32 -1.06 2.08 0.240
H 3.47 0.72 1.99 0.251
C 3.22 1.14 -1.07 -0.941
H 4.32 1.08 -1.07 0.225
H 2.92 2.12 -0.67 0.256
H 2.86 1.06 -2.11 0.266
C -3.21 -1.26 -0.54 -0.944
H -4.31 -1.28 -0.46 0.219
H -2.80 -2.17 -0.07 0.279
H -2.89 -1.25 -1.59 0.241
C -3.26 0.21 1.98 -0.949
H -4.36 0.24 1.95 0.220
H -2.87 1.07 2.55 0.248
H -2.92 -0.71 2.49 0.262
C -3.33 1.67 -0.57 -0.952
H -4.42 1.65 -0.44 0.225
H -3.07 1.62 -1.64 0.259
H -2.91 2.60 -0.14 0.243
C 0.05 1.76 -2.41 0.127
C 0.03 2.04 -4.84 -0.188
C 0.02 1.21 -3.73 -0.283
C 0.02 3.19 -2.26 -0.240
C 0.03 4.01 -3.38 -0.214
C 0.05 3.43 -4.67 -0.289
H 0.02 1.59 -5.84 0.207
H -0.05 0.11 -3.78 0.209
H -0.05 3.58 -1.24 0.200
H 0.01 5.10 -3.26 0.209
H 0.05 4.07 -5.55 0.205
C -0.01 -2.15 1.70 0.139
O -1.11 -1.60 1.05 -0.831
C 0.30 -3.56 1.09 -0.637
H 0.47 -4.28 1.93 0.208
H 1.24 -3.51 0.50 0.196
H -0.55 -3.94 0.46 0.234
C -0.42 -2.40 3.20 -0.638
H -1.46 -2.78 3.21 0.220
H -0.37 -1.50 3.83 0.229
H 0.28 -3.16 3.58 0.195
C 0.40 1.66 1.53 -0.845
C 0.10 1.48 3.01 0.091
C 0.86 0.61 3.79 -0.267
C 0.51 0.43 5.14 -0.206
C -0.51 1.19 5.71 -0.246
C -1.22 2.11 4.93 -0.189
C -0.91 2.27 3.59 -0.273
H -0.23 2.46 1.10 0.216
H 1.46 1.92 1.39 0.204
H 1.72 0.08 3.36 0.205
H 1.05 -0.32 5.74 0.214
H -0.77 1.05 6.75 0.213
H -2.01 2.70 5.38 0.212
H -1.42 3.03 2.97 0.214
```

The following is a quantum chemistry calculation of C9H8AuN2O4 as an isolated structure at a distorted geometry, from the OMol25 dataset.

Computed properties:
Relative energy (zero: lowest compared OMol25 entry of this formula, charge and spin), kcal per mole: 3.75
Spin multiplicity: 3
Largest force on an atom, eV/Å: 6.15
Total charge: +3
Expectation value of S²: 2.01
E_LUMO (alpha / beta), hartree: -0.4568 / -0.5714

```
24
Properties=species:S:1:pos:R:3:nbo_charge:R:1
Au -0.40 -0.42 -0.61 1.226
O -0.63 -3.47 0.65 -0.218
C -0.57 -2.41 0.26 0.500
C -0.18 1.70 -1.07 0.508
O 0.02 2.83 -1.21 -0.244
C -2.44 -0.05 -0.02 0.490
O -3.53 0.17 0.26 -0.214
C 1.66 -0.79 -1.08 0.493
O 2.77 -0.94 -1.27 -0.229
C -1.09 -1.65 -2.45 -0.396
H -0.27 -2.36 -2.61 0.274
H -2.07 -2.05 -2.17 0.276
C -0.95 -0.31 -2.87 -0.369
H -1.82 0.35 -2.90 0.273
H -0.03 0.03 -3.34 0.270
N 1.65 1.16 1.22 -0.345
C 1.89 1.58 2.48 0.071
C 0.83 1.12 3.24 -0.255
C -0.04 0.42 2.37 0.010
N 0.52 0.44 1.16 -0.421
H 2.24 1.33 0.41 0.437
H 2.79 2.17 2.74 0.308
H 0.63 1.25 4.29 0.306
H -0.98 -0.09 2.53 0.248
```

The following is a quantum chemistry calculation of one molecule with the formula C6H8N2O2 at a distorted geometry, from the OMol25 dataset.

Computed properties:
SMILES string: C[C@@H]1C=NC(=O)N[C@]12CO2
Relative energy (zero: lowest compared OMol25 entry of this formula, charge and spin), kcal per mole: 62.27
Spin multiplicity: 1
Largest force on an atom, eV/Å: 5.26
Total charge: 0
E_LUMO, hartree: 0.0063

```
18
Properties=species:S:1:pos:R:3:nbo_charge:R:1
C -1.13 0.13 -1.49 -0.597
C -0.12 -0.66 -0.62 -0.331
C -0.91 -1.54 0.35 0.226
N -1.16 -1.20 1.54 -0.480
C -0.69 0.00 2.04 0.754
O -1.11 0.54 3.03 -0.564
N 0.35 0.61 1.41 -0.636
C 0.88 0.17 0.16 0.341
C 2.06 0.87 -0.40 -0.113
O 2.14 -0.45 0.17 -0.468
H -2.05 0.34 -0.77 0.205
H -1.49 -0.44 -2.24 0.212
H -0.87 1.13 -1.89 0.230
H 0.33 -1.45 -1.39 0.239
H -1.32 -2.47 -0.23 0.193
H 0.33 1.59 1.60 0.414
H 2.31 1.12 -1.43 0.195
H 2.44 1.72 0.16 0.181
```

Please write out number 1 again, unchanged.
The following is a quantum chemistry calculation of a 2-piece molecular cluster, CF4NO overall at a distorted geometry, from the OMol25 dataset.

Computed properties:
Relative energy (zero: lowest compared OMol25 entry of this formula, charge and spin), kcal per mole: 84.01
Spin multiplicity: 1
Largest force on an atom, eV/Å: 7.35
Total charge: +1
E_LUMO (alpha / beta), hartree: -0.3020 / -0.3020

```
7
Properties=species:S:1:pos:R:3:nbo_charge:R:1
C -0.30 0.49 -0.56 0.894
N 0.39 -0.29 0.53 0.712
O -0.29 1.54 -1.03 -0.209
F -1.51 -0.82 -1.24 -0.365
F 0.15 0.45 1.62 -0.029
F -0.11 -1.49 0.70 0.016
F 1.72 -0.41 0.35 -0.018
```

Copy entry 5 word for word.
The following is a quantum chemistry calculation of a 2-piece molecular cluster, H2O4S overall at a distorted geometry, from the OMol25 dataset.

Computed properties:
Relative energy (zero: lowest compared OMol25 entry of this formula, charge and spin), kcal per mole: 5.37
Spin multiplicity: 1
Largest force on an atom, eV/Å: 6.06
Total charge: 0
E_LUMO, hartree: -0.0423

```
7
Properties=species:S:1:pos:R:3:nbo_charge:R:1
O 1.17 -2.05 0.29 -0.882
O -0.87 -3.39 0.83 -0.813
O -0.62 -0.12 -0.17 -0.518
O 0.70 0.54 -0.05 -0.419
S -0.10 -2.61 -0.17 1.674
H 1.22 -0.16 0.14 0.470
H -1.32 0.47 0.18 0.488
```

Repeat the eighth record exactly.
The following is a quantum chemistry calculation of one molecule with the formula C6H8N2O2 at a distorted geometry, from the OMol25 dataset.

Computed properties:
SMILES string: C[C@@H]1C=NC(=O)N[C@]12CO2
Relative energy (zero: lowest compared OMol25 entry of this formula, charge and spin), kcal per mole: 62.27
Spin multiplicity: 1
Largest force on an atom, eV/Å: 5.26
Total charge: 0
E_LUMO, hartree: 0.0063

```
18
Properties=species:S:1:pos:R:3:nbo_charge:R:1
C -1.13 0.13 -1.49 -0.597
C -0.12 -0.66 -0.62 -0.331
C -0.91 -1.54 0.35 0.226
N -1.16 -1.20 1.54 -0.480
C -0.69 0.00 2.04 0.754
O -1.11 0.54 3.03 -0.564
N 0.35 0.61 1.41 -0.636
C 0.88 0.17 0.16 0.341
C 2.06 0.87 -0.40 -0.113
O 2.14 -0.45 0.17 -0.468
H -2.05 0.34 -0.77 0.205
H -1.49 -0.44 -2.24 0.212
H -0.87 1.13 -1.89 0.230
H 0.33 -1.45 -1.39 0.239
H -1.32 -2.47 -0.23 0.193
H 0.33 1.59 1.60 0.414
H 2.31 1.12 -1.43 0.195
H 2.44 1.72 0.16 0.181
```

Which formula does entry 7 have?
C9H8AuN2O4